C42H40ClN4O4P2PdS3 | wB97M-V/def2-TZVPD

Output
Kohn-Sham gap   7.8423 eV
E   -4609.7721 Eh
Relative energy (zero: lowest compared OMol25 entry of this formula, charge and spin)   0.00 kJ/mol
Total charge   +1

Cartesian coordinates (Å):
1 Pd 1.49556 0.04907 0.43922
2 O 4.06660 2.18447 5.43249
3 C 2.92200 1.69400 5.86628
4 O 2.61211 1.70932 7.02851
5 C 2.00656 1.06333 4.85450
6 C 0.82383 0.42936 5.19159
7 Cl 0.05606 0.29184 6.69419
8 N 0.26323 -0.05728 4.05358
9 N 1.00729 0.26991 2.98041
10 C 2.05649 0.93732 3.44541
11 C 3.01980 1.55109 2.45678
12 O 4.06369 2.05166 2.85356
13 O 2.63921 1.57595 1.23101
14 C -0.99577 -0.71978 3.89734
15 C -1.86924 -0.28722 2.91030
16 C -3.10347 -0.90555 2.77661
17 C -3.45758 -1.94546 3.62369
18 C -2.56898 -2.38276 4.59553
19 C -1.32812 -1.77910 4.73004
20 H 4.15104 2.12811 4.44099
21 H -1.58725 0.53166 2.26286
22 H -3.80528 -0.56900 2.02292
23 H -4.42772 -2.41385 3.52134
24 H -2.83861 -3.19981 5.25162
25 H -0.62509 -2.12360 5.47422
26 C -5.59067 1.97360 0.39824
27 S -5.78261 0.26422 -0.14294
28 C -4.53809 0.21402 -1.45308
29 C -3.11810 0.24171 -0.91323
30 C -2.05636 0.20488 -2.00686
31 N -0.70417 0.14919 -1.43917
32 P 0.17037 -1.18205 -0.83695
33 C -0.83356 -2.39367 0.02580
34 C -1.87528 -3.05972 -0.62361
35 C -2.54376 -4.08488 0.01994
36 C -2.14205 -4.48216 1.29139
37 C -1.08860 -3.84468 1.92576
38 C -0.43994 -2.78876 1.30134
39 C 0.81853 -2.11380 -2.23730
40 C 1.48943 -3.31138 -1.98654
41 C 2.02484 -4.03250 -3.03981
42 C 1.88050 -3.57243 -4.34457
43 C 1.20830 -2.38566 -4.59644
44 C 0.68187 -1.65029 -3.54208
45 P 0.23474 1.40761 -0.76336
46 C -0.78555 2.70836 -0.08929
47 C -0.80775 2.86805 1.29514
48 C -1.62632 3.83540 1.86051
49 C -2.41057 4.63650 1.04344
50 C -2.36676 4.49658 -0.33985
51 C -1.54526 3.54113 -0.91250
52 C 1.20911 2.12731 -2.10449
53 C 2.39493 2.78173 -1.75873
54 C 3.19510 3.32142 -2.75560
55 C 2.82066 3.20883 -4.08867
56 C 1.64321 2.55818 -4.43208
57 C 0.83549 2.01780 -3.44180
58 H -6.34108 2.14493 1.16768
59 H -5.77455 2.66093 -0.42714
60 H -4.60722 2.16350 0.82837
61 H -4.71964 1.04135 -2.14458
62 H -4.72771 -0.71140 -2.00158
63 H -2.96820 -0.60904 -0.24651
64 H -2.96798 1.14321 -0.31499
65 H -2.12895 1.08885 -2.64683
66 H -2.19306 -0.66176 -2.66016
67 H -2.15396 -2.79275 -1.63688
68 H -3.36102 -4.59175 -0.47541
69 H -2.65201 -5.29942 1.78452
70 H -0.77326 -4.16334 2.90924
71 H 0.37610 -2.27804 1.79997
72 H 1.59466 -3.67583 -0.97086
73 H 2.54774 -4.95959 -2.84527
74 H 2.28548 -4.14829 -5.16652
75 H 1.08941 -2.03379 -5.61280
76 H 0.17639 -0.71247 -3.73146
77 H -0.16532 2.25026 1.91235
78 H -1.64346 3.97008 2.93378
79 H -3.04890 5.39087 1.48443
80 H -2.96288 5.14381 -0.96916
81 H -1.48589 3.45200 -1.99112
82 H 2.69397 2.85052 -0.71702
83 H 4.11106 3.83190 -2.48834
84 H 3.44552 3.63407 -4.86300
85 H 1.35186 2.47685 -5.47101
86 H -0.07991 1.50624 -3.71292
87 S 3.30323 -1.51840 0.77839
88 C 4.03572 -1.38506 -0.73093
89 N 3.78116 -0.47929 -1.65974
90 C 4.69932 -0.41341 -2.79239
91 C 5.28753 -1.81401 -2.90985
92 S 5.29250 -2.47703 -1.21253
93 H 3.16509 0.29455 -1.43895
94 H 5.47091 0.33333 -2.58904
95 H 4.15678 -0.12723 -3.69261
96 H 6.30108 -1.80508 -3.30073
97 H 4.66142 -2.45843 -3.52594